Entry 1:
112
Properties=species:S:1:pos:R:3:forces:R:3:mulliken_charge:R:1 method="wB97M-V/def2-TZVPD" charge=-1 energy_ev=-126088.35800 spin_multiplicity=1 e_above_lowest_kj_mol=205.7 homo_ha=-0.17114 lumo_energy_ev=1.67 gap_ha=0.23257
Cs 0.6397 -0.4183 0.3171 -3.14 0.52 0.61 1.454
C 1.2713 -6.6528 -1.3558 0.29 -0.39 -0.12 -1.000
N 0.5538 -5.5044 -0.8915 -0.16 0.36 0.08 0.218
C -0.4281 -5.4971 0.0526 -0.25 -0.06 0.11 -1.035
C -0.8375 -4.1983 0.1676 0.04 -0.40 0.03 -0.747
N -0.1318 -3.4189 -0.6772 0.19 0.47 -0.11 0.483
C 0.7111 -4.2093 -1.2948 -0.04 -0.05 -0.20 0.199
P 1.9852 -3.7347 -2.4945 0.13 -0.02 0.22 -0.726
C 3.0839 -2.8457 -1.3428 -0.05 -0.23 -0.26 -1.378
N 2.7153 -1.8548 -0.5735 0.58 -0.59 -0.65 1.627
C 3.8068 -1.4721 0.1174 0.52 -0.12 -0.03 -0.741
C 4.8703 -2.2546 -0.2335 0.13 0.21 0.12 -1.038
N 4.4090 -3.1325 -1.1700 -0.33 0.21 0.23 0.425
C 5.1906 -4.0957 -1.8868 0.24 -0.31 -0.36 -0.866
C 1.0961 -2.3561 -3.2501 -0.26 -0.17 -0.26 0.286
N -0.2078 -2.3771 -3.4408 0.09 -0.42 0.41 -0.564
C -0.4917 -1.2539 -4.1375 0.10 0.22 -0.36 -1.181
C 0.6566 -0.5660 -4.4101 -0.28 -0.01 -0.26 -0.152
N 1.6691 -1.2961 -3.8707 -0.25 -0.25 -0.10 0.505
C 3.0562 -0.9399 -3.8747 0.50 0.27 0.10 -0.431
H 0.5815 -7.4883 -1.4899 0.06 0.04 -0.02 0.374
H 2.0505 -6.9464 -0.6472 -0.03 0.01 -0.03 0.275
H 1.7365 -6.4143 -2.3144 -0.06 -0.11 0.11 0.400
H -0.7438 -6.3944 0.5436 -0.05 -0.20 0.13 0.578
H -1.5823 -3.7866 0.8178 -0.15 0.04 0.23 0.622
H 3.7797 -0.6642 0.8219 0.04 0.19 0.19 0.558
H 5.8867 -2.2636 0.1044 0.20 -0.04 0.06 0.493
H 6.0706 -4.3676 -1.3053 -0.06 0.03 0.03 0.330
H 5.5198 -3.6919 -2.8500 0.00 -0.08 0.06 0.291
H 4.5989 -4.9922 -2.0715 0.07 0.04 0.00 0.287
H -1.5017 -1.0251 -4.4136 -0.18 0.19 -0.08 0.467
H 0.8270 0.3699 -4.9013 0.09 0.22 -0.10 0.556
H 3.3206 -0.5188 -4.8470 -0.01 -0.08 0.03 0.378
H 3.6592 -1.8336 -3.6976 0.00 0.13 -0.09 0.269
H 3.2648 -0.2011 -3.0950 0.08 -0.20 -0.06 0.085
S -2.1740 3.8432 6.9831 0.45 -0.08 -0.35 -0.204
C -0.7857 4.7849 7.3554 -0.27 -0.14 -0.04 -0.391
C 0.2592 4.4914 6.5401 -0.05 0.25 0.26 -0.675
C -0.0505 3.4974 5.5923 -0.34 -0.30 -0.13 -0.374
C -1.3305 3.0252 5.6917 0.23 0.64 0.62 0.469
C -1.9744 2.0106 4.8902 -0.57 -0.56 -0.26 1.174
C -1.3759 1.5603 3.6838 -0.19 0.13 0.41 -1.363
N -1.9402 0.7122 2.8793 0.28 -0.19 -0.44 0.172
C -3.1109 0.1656 3.2129 -0.36 0.28 0.68 -0.390
C -3.7805 0.4841 4.4201 0.38 0.07 -0.51 0.905
C -4.9960 -0.1825 4.7494 -0.24 -0.29 -0.03 -1.075
C -5.4897 -1.1627 3.9560 -0.04 0.18 0.37 -1.006
C -4.8418 -1.5157 2.7373 0.49 0.22 -0.36 1.053
C -5.2823 -2.5568 1.9101 0.32 0.00 -0.35 -1.000
C -4.6202 -2.8250 0.7239 0.00 0.56 0.59 1.263
C -3.5477 -1.9648 0.3721 -0.36 -0.28 0.02 -1.266
N -3.1100 -1.0132 1.1408 0.54 0.22 -0.13 -0.216
C -3.6895 -0.8004 2.3253 -0.67 -0.50 0.17 -0.154
C -4.9974 -3.9191 -0.1403 -0.41 -0.60 -0.39 0.394
C -4.2794 -4.4830 -1.1608 -0.09 0.29 0.39 -0.346
C -4.9580 -5.5457 -1.7907 -0.27 -0.18 -0.13 -0.774
C -6.1865 -5.7773 -1.2603 -0.07 0.08 0.23 -0.360
S -6.5418 -4.7149 0.0415 0.57 0.10 -0.37 -0.206
C -3.1936 1.4559 5.2412 0.40 0.12 -0.21 -0.964
H -0.8358 5.5017 8.1511 0.06 0.14 0.16 0.439
H 1.2200 4.9680 6.6124 0.17 0.10 0.01 0.389
H 0.6529 3.1311 4.8691 0.16 -0.09 -0.18 0.546
H -0.4148 1.9310 3.3657 0.17 0.16 0.00 0.424
H -5.4963 0.0919 5.6683 -0.07 -0.02 0.07 0.411
H -6.3867 -1.6993 4.2331 -0.09 -0.02 0.04 0.404
H -6.1227 -3.1683 2.2161 -0.05 0.01 0.06 0.401
H -3.0398 -2.0697 -0.5766 0.03 -0.13 -0.18 0.693
H -3.2896 -4.1643 -1.4392 0.18 0.08 -0.01 0.447
H -4.5488 -6.1060 -2.6128 0.04 -0.11 -0.13 0.405
H -6.9120 -6.5116 -1.5473 -0.11 -0.20 -0.11 0.433
H -3.6948 1.7621 6.1523 -0.02 -0.05 0.04 0.406
C 0.4529 4.2228 -7.0272 0.04 0.02 0.12 -1.635
C 0.8572 3.6509 -5.6988 0.05 -0.03 -0.04 1.245
C -0.0736 3.4987 -4.6758 0.06 -0.04 0.02 -0.902
C 0.2974 2.9624 -3.4562 -0.10 0.09 -0.03 -0.773
C 1.6091 2.5811 -3.2477 0.24 -0.11 0.53 -0.080
C 2.5518 2.7413 -4.2440 0.18 -0.02 0.13 -0.407
C 2.1744 3.2748 -5.4662 -0.07 -0.06 -0.03 -0.945
S 1.9814 1.7133 -1.7045 -0.23 0.71 -0.13 0.812
O 3.4262 1.5511 -1.6284 -0.08 0.38 -0.11 -0.902
O 1.2543 0.4684 -1.8511 0.88 1.07 -2.40 -0.421
N 1.2753 2.4781 -0.5311 0.00 -1.33 -0.87 0.454
C 1.4878 3.7524 -0.1948 0.66 1.00 -0.11 -0.102
C 2.5188 4.5631 -0.6749 -0.22 -0.46 0.01 -0.497
C 2.6865 5.8673 -0.2198 -0.16 0.57 0.33 -0.994
C 1.8387 6.4232 0.7103 0.39 0.17 -0.23 -0.879
C 0.7420 5.6779 1.1768 -0.16 -0.44 -0.10 1.399
C -0.2174 6.1956 2.0708 -0.12 -0.11 0.06 -0.781
C -1.2970 5.4324 2.4248 0.16 0.31 0.04 -0.743
C -1.4173 4.1481 1.8736 -0.01 -0.10 -0.06 -0.377
N -0.5298 3.6232 1.0730 -0.40 -0.48 0.08 -0.292
C 0.5425 4.3427 0.7197 0.40 0.70 0.00 0.060
H -0.5854 3.9829 -7.2448 -0.07 0.03 -0.09 0.386
H 1.0820 3.8241 -7.8208 -0.01 0.03 -0.10 0.384
H 0.5599 5.3089 -7.0173 -0.03 0.04 -0.09 0.290
H -1.1002 3.7899 -4.8461 -0.13 0.03 -0.01 0.358
H -0.4135 2.8216 -2.6577 -0.18 -0.01 0.10 0.471
H 3.5722 2.4414 -4.0529 0.09 -0.03 0.01 0.515
H 2.9050 3.3822 -6.2583 0.06 0.02 -0.02 0.348
H 3.2141 4.1457 -1.3919 0.06 0.02 0.06 0.488
H 3.5101 6.4570 -0.6069 0.01 -0.02 0.02 0.363
H 1.9857 7.4324 1.0764 0.02 0.02 -0.03 0.355
H -0.0875 7.2015 2.4508 -0.02 0.04 0.06 0.389
H -2.0462 5.8010 3.1089 -0.10 0.05 0.06 0.424
H -2.2769 3.5264 2.0966 -0.09 0.03 0.08 0.679
F 2.7559 -2.3955 4.7595 -0.24 -0.10 0.01 -0.305
C 2.9502 -1.9269 3.5029 0.16 -0.05 -0.07 0.685
F 3.2672 -0.6221 3.6524 -0.13 0.12 -0.16 -0.261
F 4.0818 -2.5243 3.0678 -0.02 -0.09 -0.10 -0.241
C 1.6805 -2.1948 2.5650 1.27 -0.40 1.47 0.261
O 1.6786 -3.2990 2.0436 -0.07 -0.66 -0.45 -0.553
O 0.8850 -1.2603 2.5524 -0.36 -0.24 2.55 -0.643


Entry 2:
24
Properties=species:S:1:pos:R:3:forces:R:3:mulliken_charge:R:1 method="wB97M-V/def2-TZVPD" charge=+1 energy_ev=-37948.18771 spin_multiplicity=1 e_above_lowest_kj_mol=309.3 homo_ha="-0.51473 / -0.51457" lumo_energy_ev="-9.56 / -9.64" gap_ha="0.16346 / 0.16014"
C 0.0069 1.8103 -1.8833 -0.60 0.52 1.21 -0.567
C 0.5768 0.4132 -2.0825 2.43 1.51 2.23 -0.842
C -1.1748 1.8955 -0.8555 1.32 1.28 -0.29 -0.690
C 1.1209 -0.0883 -0.6429 2.72 3.07 -1.33 -1.250
C -0.7281 1.2448 0.4628 0.09 1.14 1.62 -0.731
C -0.0355 -0.0520 0.2191 -2.41 -4.18 0.41 0.432
O 1.4548 0.2986 2.3095 0.36 0.06 1.02 -0.473
O -0.7220 -4.2982 2.2706 -0.14 2.17 -2.48 -0.007
O -0.5938 -3.5093 1.2364 0.73 -1.94 3.44 0.168
O 0.8849 -2.0462 1.9914 1.11 -3.45 -0.98 -0.460
S 0.5175 -0.6644 1.8754 -2.17 2.12 -0.76 1.207
Cl -1.2038 -0.8507 2.9666 -0.05 0.79 0.20 -0.185
H 0.8464 2.3811 -1.3553 -0.92 -0.53 -1.01 0.284
H -0.3009 2.4050 -2.7623 0.38 -0.70 0.10 0.359
H 0.0578 -0.4827 -2.2794 -1.55 -0.37 -1.34 0.464
H 1.4423 0.5370 -2.7327 -0.03 -0.51 -0.13 0.354
H -1.2757 3.0379 -0.8239 -0.63 -1.78 0.72 0.299
H -2.0713 1.3947 -1.1718 -0.50 0.10 -0.55 0.348
H 1.6841 -0.9403 -0.9604 -0.24 -1.35 0.85 0.363
H 1.8588 0.5548 -0.0520 -0.40 -0.18 -1.69 0.444
H 0.0138 1.9169 0.9563 -0.50 -0.32 -0.25 0.368
H -1.4988 0.9861 1.2590 0.38 0.99 -1.37 0.397
H -0.7578 -0.8577 -0.1766 0.47 1.03 0.90 0.269
H -0.1024 -5.0860 2.2313 0.13 0.54 -0.53 0.448


Entry 3:
21
Properties=species:S:1:pos:R:3:forces:R:3:mulliken_charge:R:1 method="wB97M-V/def2-TZVPD" charge=+1 energy_ev=-10964.22449 spin_multiplicity=1 e_above_lowest_kj_mol=75.5 homo_ha=-0.52897 lumo_energy_ev=-2.89 gap_ha=0.42272
C 0.2893 0.7922 0.4350 -1.67 1.23 -1.28 -0.619
C 0.7535 1.4480 -0.8686 1.82 0.84 0.81 -0.629
C 1.7707 0.6475 -1.7163 -0.25 0.17 0.38 -0.397
O 2.1580 -0.5510 -1.0138 -0.48 -0.31 -0.37 -0.568
N -0.1056 -0.6502 0.3079 0.16 0.65 3.01 -0.120
H -0.6475 1.3012 0.6631 -0.08 -0.06 0.23 0.341
H 0.9130 1.0212 1.2908 0.50 -0.82 -0.10 0.458
H -0.0036 1.9373 -1.4742 -0.56 -0.79 -0.09 0.430
H 1.2621 2.3458 -0.4890 0.16 -0.16 -0.05 0.274
H 1.2570 0.4649 -2.6611 0.44 -0.48 -0.15 0.319
H 2.7155 1.1639 -1.8739 -0.33 0.51 -0.28 0.318
H 2.4866 -1.1751 -1.6702 0.20 -0.01 0.12 0.306
H -0.9868 -0.7372 -0.2038 0.31 -0.14 -0.63 0.214
H -0.3558 -0.8847 1.2849 -0.17 -0.37 -0.21 0.293
H 0.7343 -1.1970 0.1083 -0.27 -0.15 -1.06 0.422
H -1.8189 -2.0122 3.7554 -0.51 0.13 -0.30 0.321
H -0.4610 -1.8477 4.2358 1.03 -0.05 0.61 0.322
O -1.0382 -1.4801 3.5816 -0.43 0.00 -0.57 -0.649
H -2.7614 -0.8496 -1.5741 -0.06 -0.45 -0.27 0.313
H -3.4126 0.4360 -1.2197 -0.24 0.50 0.17 0.315
O -2.7486 -0.1730 -0.8979 0.42 -0.23 0.05 -0.664


Entry 4:
12
Properties=species:S:1:pos:R:3:forces:R:3:mulliken_charge:R:1 method="wB97M-V/def2-TZVPD" energy_ev=-42702.25654 smiles=N[C@H](Cl)C(N)(Cl)Cl spin_multiplicity=1 e_above_lowest_kj_mol=0.0 homo_ha=-0.37323 lumo_energy_ev=0.71 gap_ha=0.39932
C -0.4969 0.2972 0.8058 0.10 -1.40 -1.50 -0.418
C 0.2716 -0.1066 -0.6354 -0.64 2.39 -0.14 0.495
N 0.4287 0.5591 1.8263 0.66 -1.91 -0.72 -0.484
N -0.5206 -0.4525 -1.7240 1.07 0.45 -0.60 -0.421
Cl -1.4904 -1.2572 1.1257 0.40 0.54 0.19 -0.210
Cl 1.6250 -1.1780 -0.2485 0.32 -0.68 -0.13 -0.205
Cl 1.0530 1.4895 -1.2119 0.17 -0.15 0.61 -0.220
H -1.2884 1.0395 0.7412 0.42 0.19 -0.63 0.472
H 0.7445 1.5241 1.8425 0.08 -0.30 -0.16 0.301
H 1.1874 -0.1634 1.6115 -0.71 1.84 1.19 0.273
H -1.3259 -0.9173 -1.5260 -2.75 -1.49 1.24 0.207
H -0.1878 -0.8345 -2.6072 0.89 0.54 0.65 0.210